Density functional theory data (ωB97M-V with the def2-TZVPD basis set) for 11 unconnected molecules or ions with the total composition C11H44N22O11 in a non-equilibrium geometry.

Summary:
LUMO in eV: -0.104
SMILES: NC(N)=O.NC(N)=O.NC(N)=O.NC(N)=O.NC(N)=O.NC(N)=O.NC(N)=O.NC(N)=O.NC(N)=O.NC(N)=O.NC(N)=O
HOMO level in eV: -8.8656
Total energy in Ha: -2478.026990
Gap between HOMO and LUMO in eV: 8.762

The geometry in XYZ format:
```
88
Properties=species:S:1:pos:R:3:lowdin_charge:R:1
O -1.485 -4.251 -2.326 -0.016
O 4.046 -1.426 -1.077 0.041
O -2.035 1.754 -2.042 0.054
O 2.848 -1.256 -4.393 0.031
O -4.780 -2.030 -0.940 0.033
O 2.130 -1.014 6.084 0.030
O 1.488 3.331 -2.986 0.028
O -5.166 1.415 1.107 0.078
O 2.608 4.056 1.844 0.037
O 0.393 0.019 -0.803 0.045
O -1.774 -1.680 3.321 -0.021
N 1.442 -0.443 1.127 0.188
N 0.238 -1.921 5.386 0.192
N 2.464 4.183 -1.301 0.192
N -4.853 3.061 2.407 0.155
N 3.297 1.915 1.864 0.187
N 4.570 -3.102 -2.425 0.171
N 2.489 0.875 -4.918 0.172
N -0.250 -2.468 -2.677 0.201
N -0.453 0.979 -3.319 0.184
N -3.198 -0.477 -0.830 0.152
N -1.645 2.628 -4.119 0.169
N 0.925 -0.123 4.496 0.162
N 0.668 3.054 -0.955 0.229
N -4.515 -0.428 -2.554 0.174
N -3.899 -1.965 2.717 0.182
N -0.588 -0.043 1.184 0.201
N -3.360 1.488 2.380 0.191
N 3.066 2.858 3.658 0.164
N -2.448 -3.309 1.927 0.211
N 4.438 -3.544 -0.418 0.153
N -0.332 -3.243 -0.675 0.181
N 2.560 0.318 -2.888 0.186
C 1.496 3.531 -1.813 -0.838
C -1.412 1.792 -3.039 -0.773
C -0.671 -3.385 -1.911 -0.784
C -2.626 -2.313 2.702 -0.756
C 1.108 -1.007 5.410 -0.833
C 0.426 -0.141 0.375 -0.781
C -4.304 -1.008 -1.360 -0.722
C 2.700 -0.092 -4.095 -0.807
C 4.333 -2.585 -1.279 -0.793
C 2.933 3.005 2.374 -0.794
C -4.501 1.900 1.956 -0.840
H 2.597 1.837 -4.629 0.103
H 4.832 -4.453 -0.614 0.112
H 3.496 1.189 2.537 0.114
H 2.398 -0.405 -2.201 0.076
H -0.015 2.371 -1.251 0.077
H -3.782 0.217 -2.813 0.083
H -0.582 -0.318 2.156 0.067
H 0.907 3.149 0.021 0.106
H -5.626 3.583 2.019 0.122
H -5.270 -0.689 -3.172 0.113
H 2.237 -0.557 0.514 0.091
H -3.316 -3.692 1.581 0.135
H 2.293 1.285 -2.774 0.077
H 3.033 4.680 -1.973 0.131
H 0.401 -2.663 -0.292 0.096
H -0.248 0.316 -2.585 0.058
H 3.925 -2.684 -3.081 0.096
H -2.371 3.323 -4.018 0.102
H -0.858 -3.832 -0.045 0.090
H 3.445 1.960 3.922 0.106
H -3.198 -0.673 0.161 0.062
H -1.485 -0.241 0.764 0.070
H 3.166 1.679 0.891 0.129
H -1.551 -3.772 1.937 0.129
H 1.650 0.568 4.623 0.096
H -1.153 2.596 -5.000 0.103
H -0.628 -1.636 4.951 0.075
H -0.599 -2.436 -3.625 0.140
H -4.652 -2.434 2.234 0.122
H -2.898 1.970 3.138 0.115
H 1.568 -0.086 2.063 0.083
H -2.912 0.693 1.949 0.069
H 3.804 -3.534 0.368 0.113
H -4.153 -1.413 3.523 0.122
H 5.157 -3.916 -2.532 0.123
H -4.572 3.371 3.326 0.103
H 2.565 4.235 -0.298 0.075
H 3.070 3.723 4.180 0.134
H 2.347 0.665 -5.895 0.126
H 0.217 -1.734 -2.165 0.071
H 0.371 1.385 -3.737 0.071
H -0.008 0.202 4.282 0.108
H -2.512 0.100 -1.296 0.055
H 0.536 -2.841 5.678 0.139
```